<a>
20
Properties=species:S:1:pos:R:3:mulliken_charge:R:1 method="wB97M-V/def2-TZVPD" homo_lumo_gap_ev=11.2
C -0.533 -2.804 0.564 -0.917
C 0.110 -2.984 -0.775 -0.638
H -1.649 -3.040 0.735 0.280
H -0.266 -3.648 1.269 0.302
H -0.239 -2.042 1.222 0.217
H -0.152 -3.649 -1.454 0.456
H 0.020 -1.954 -1.195 0.115
H 1.295 -3.132 -0.551 0.163
C -0.070 1.674 -0.490 0.490
C -0.529 1.132 0.922 -1.084
C 0.189 3.203 -0.460 -1.177
O 1.215 1.021 -0.766 -0.584
H -0.705 1.516 -1.380 0.300
H -0.224 0.074 0.933 0.076
H 1.224 3.482 -0.995 0.232
H -0.573 3.566 -1.042 0.362
H 0.205 3.533 0.556 0.339
H 1.877 1.092 -0.140 0.294
H -1.424 1.383 1.422 0.436
H 0.231 1.576 1.626 0.337


<b>
20
Properties=species:S:1:pos:R:3:mulliken_charge:R:1 method="wB97M-V/def2-TZVPD" homo_lumo_gap_ev=11.2
C -0.228 1.201 -1.977 -0.323
C -1.398 0.519 -1.277 -0.815
C 1.199 1.010 -1.471 -0.803
H -0.430 2.274 -2.021 0.267
H -0.299 0.949 -3.036 0.305
H -1.099 -0.300 -0.629 0.014
H -2.168 1.174 -0.888 0.345
H 1.720 0.233 -2.033 0.250
H 1.351 0.790 -0.418 -0.004
H -2.032 -0.042 -1.980 0.321
H 1.747 1.949 -1.563 0.354
C -0.415 -1.365 1.854 -0.115
C 1.001 -0.957 1.453 -0.886
O -0.573 -1.240 3.285 -0.553
H -1.108 -0.782 1.256 0.192
H -0.581 -2.433 1.796 0.233
H 1.690 -1.055 2.296 0.439
H -0.897 -0.374 3.563 0.292
H 1.105 0.061 1.112 0.172
H 1.415 -1.612 0.680 0.315


<c>
20
Properties=species:S:1:pos:R:3:mulliken_charge:R:1 method="wB97M-V/def2-TZVPD" homo_lumo_gap_ev=11.1
C 2.336 0.721 0.042 -0.149
C 2.217 2.127 -0.367 -0.924
O 1.203 0.619 0.898 -0.486
H 2.088 0.010 -0.694 0.201
H 3.295 0.456 0.597 0.302
H 3.020 2.337 -1.109 0.322
H 1.320 0.455 1.808 0.229
H 2.520 2.645 0.561 0.221
H 1.150 2.320 -0.601 0.288
C -2.177 -1.230 0.278 -0.279
C -1.491 -2.202 -0.697 -0.906
C -1.677 0.267 0.026 -0.852
H -3.340 -1.402 0.381 0.297
H -1.952 -1.364 1.380 0.200
H -2.217 -2.522 -1.477 0.280
H -0.546 0.142 0.000 0.045
H -1.288 -3.169 -0.112 0.238
H -0.571 -1.879 -1.127 0.294
H -2.158 0.766 -0.739 0.395
H -1.733 0.903 0.955 0.284


Sorted by energy, starting with the most stable: <b>, <c>, <a>.


<a>
20
Properties=species:S:1:pos:R:3:mulliken_charge:R:1 method="wB97M-V/def2-TZVPD" homo_lumo_gap_ev=11.1
C -0.340 -0.589 -1.995 -1.122
C 1.653 0.697 -1.107 -1.123
C 0.948 -0.658 -1.176 0.061
H -1.036 0.138 -1.543 0.205
H -0.835 -1.573 -2.035 0.296
H -0.115 -0.266 -3.026 0.391
H 0.989 1.444 -0.640 0.205
H 2.580 0.630 -0.512 0.296
H 1.911 1.040 -2.123 0.391
H 0.711 -0.999 -0.150 0.031
H 1.631 -1.402 -1.629 0.380
O -0.994 0.746 1.149 -0.289
C -1.819 -0.388 1.329 -0.695
C 0.009 0.792 2.145 -0.695
H -2.581 -0.378 0.532 0.223
H -2.331 -0.366 2.306 0.320
H -1.244 -1.326 1.254 0.291
H -0.425 0.863 3.156 0.320
H 0.663 -0.096 2.104 0.290
H 0.623 1.690 1.961 0.223


<b>
20
Properties=species:S:1:pos:R:3:mulliken_charge:R:1 method="wB97M-V/def2-TZVPD" homo_lumo_gap_ev=11.3
C -1.174 1.205 1.299 0.090
C -1.834 2.502 0.849 -1.167
O -1.382 0.842 2.668 -0.555
H -1.564 0.447 0.603 0.093
H -0.085 1.235 1.230 0.227
H -1.936 3.331 1.556 0.342
H -2.282 1.087 2.934 0.294
H -2.809 2.289 0.403 0.324
H -1.222 2.901 0.031 0.323
C 0.716 -1.297 -1.196 0.378
C 1.860 -0.331 -1.438 -1.240
C 1.154 -2.606 -0.526 -1.255
H -0.054 -0.847 -0.571 -0.145
H 0.260 -1.587 -2.138 0.266
H 1.525 0.603 -1.885 0.299
H 1.761 -3.207 -1.195 0.354
H 1.794 -2.435 0.335 0.332
H 2.552 -0.785 -2.160 0.393
H 2.456 -0.187 -0.547 0.325
H 0.265 -3.161 -0.252 0.324


<c>
20
Properties=species:S:1:pos:R:3:mulliken_charge:R:1 method="wB97M-V/def2-TZVPD" homo_lumo_gap_ev=11.5
C 0.391 -1.667 0.893 -1.551
C 1.651 0.326 1.600 -1.647
C 0.876 0.126 -0.805 -1.464
C -0.791 0.644 1.036 -1.478
C 0.548 -0.141 0.650 1.741
H 1.313 -2.154 0.532 0.382
H -0.465 -2.068 0.325 0.361
H 0.255 -1.917 1.958 0.377
H 1.505 0.008 2.646 0.391
H 1.752 1.424 1.577 0.366
H 2.586 -0.121 1.223 0.393
H 1.689 -0.459 -1.268 0.360
H 1.099 1.199 -0.932 0.371
H -0.066 -0.103 -1.332 0.323
H -0.788 1.697 0.707 0.359
H -1.057 0.611 2.106 0.353
H -1.561 0.099 0.465 0.363
O -3.089 0.796 -4.179 -0.645
H -2.541 1.506 -3.773 0.322
H -3.308 0.194 -3.431 0.321


<d>
20
Properties=species:S:1:pos:R:3:mulliken_charge:R:1 method="wB97M-V/def2-TZVPD" homo_lumo_gap_ev=10.9
C 0.981 1.295 0.818 0.892
C 1.340 0.820 -0.596 -1.493
C 1.965 0.777 1.825 -1.654
O 0.972 2.677 1.052 -0.549
H -0.118 0.992 1.097 0.025
H 2.066 1.507 -0.948 0.608
H 2.927 0.989 1.733 0.426
H 1.660 1.148 2.739 0.449
H 1.840 -0.282 1.841 0.391
H 0.987 3.144 0.127 0.310
H 0.572 1.004 -1.374 0.333
H 1.756 -0.235 -0.502 0.288
C -2.111 -2.450 -1.203 -0.988
C -2.042 -0.931 -0.785 -0.680
H -1.241 -2.814 -1.590 0.367
H -2.199 -3.207 -0.262 0.217
H -2.958 -2.612 -1.828 0.311
H -2.988 -0.812 -0.338 0.348
H -2.256 -0.388 -1.615 0.382
H -1.154 -0.622 -0.189 0.014


Sorted by energy, starting with the most stable: <c>, <b>, <a>, <d>.


<a>
20
Properties=species:S:1:pos:R:3:mulliken_charge:R:1 method="wB97M-V/def2-TZVPD" homo_lumo_gap_ev=12.0
C 0.000 0.000 0.000 -1.100
C 1.929 -2.305 1.246 -1.370
C 1.832 -3.166 -1.134 -1.358
C 0.138 -1.462 -0.426 -0.267
C 1.575 -1.975 -0.246 0.207
H -1.055 0.304 0.104 0.362
H 0.500 0.696 -0.695 0.257
H 0.488 0.077 0.986 0.274
H 1.921 -1.366 1.824 0.325
H 2.895 -2.812 1.410 0.375
H 1.122 -2.956 1.622 0.336
H 1.087 -3.965 -0.981 0.291
H 2.835 -3.576 -0.930 0.372
H 1.791 -2.845 -2.189 0.389
H -0.491 -2.058 0.263 0.407
H -0.290 -1.560 -1.442 0.461
H 2.261 -1.179 -0.602 0.207
O 0.981 -0.627 -2.821 -0.677
H 0.525 -1.294 -2.259 0.194
H 1.939 -0.827 -2.717 0.313


<b>
20
Properties=species:S:1:pos:R:3:mulliken_charge:R:1 method="wB97M-V/def2-TZVPD" homo_lumo_gap_ev=11.5
C -0.482 -1.491 -0.320 -0.290
C -1.428 -0.341 -0.054 -0.713
C -0.735 1.035 0.016 -0.214
C -0.694 1.556 1.497 -1.314
C 0.209 -1.375 -1.650 -1.074
H 0.240 -1.730 0.454 0.209
H -1.019 -2.460 -0.257 0.321
H -1.981 -0.474 0.888 0.349
H -2.216 -0.276 -0.818 0.330
H -1.390 1.732 -0.493 0.280
H 0.271 0.965 -0.388 0.217
H -0.053 2.462 1.415 0.284
H -1.638 1.979 1.809 0.398
H -0.335 0.719 2.096 0.360
H 0.694 -2.281 -1.951 0.346
H -0.465 -1.125 -2.484 0.299
H 0.876 -0.501 -1.566 0.205
H 2.489 -0.009 -0.309 0.324
H 2.487 0.098 1.221 0.311
O 2.604 0.613 0.415 -0.628


Sorted by energy, starting with the most stable: <b>, <a>.


<a>
14
Properties=species:S:1:pos:R:3:mulliken_charge:R:1 method="wB97M-V/def2-TZVPD" charge=+1 homo_lumo_gap_ev="8.5 / 8.5"
C -1.464 0.591 -0.245 -0.002
C 0.562 -0.078 -0.343 0.321
C 1.099 0.057 -1.688 -1.111
N 1.072 -0.591 0.712 0.768
N -2.020 0.515 0.882 -0.147
O 2.204 -1.031 0.776 -0.639
O 0.295 -0.638 1.879 -0.547
H -1.890 0.975 -1.157 0.379
H 0.531 0.775 -2.276 0.362
H 1.087 -0.902 -2.215 0.298
H 2.134 0.408 -1.632 0.335
H 0.871 -1.032 2.567 0.412
H -2.982 0.818 1.059 0.273
H -1.499 0.131 1.682 0.299


<b>
14
Properties=species:S:1:pos:R:3:mulliken_charge:R:1 method="wB97M-V/def2-TZVPD" charge=+1 homo_lumo_gap_ev=8.9
C 0.798 2.660 -0.376 0.511
C -0.772 0.212 0.105 -0.318
C -0.746 -0.969 -0.822 -0.383
N 0.632 1.423 -0.295 -0.296
N -0.248 -0.267 1.453 -0.388
O 0.776 3.757 -0.359 -0.114
O 0.482 -1.802 -0.675 -0.553
H -0.681 -0.542 -1.811 0.381
H -1.592 -1.495 -0.425 0.421
H 1.404 0.850 -0.738 0.281
H -0.213 0.534 2.188 0.377
H 0.657 -0.859 1.298 0.401
H -0.995 -0.981 1.773 0.380
H 0.495 -2.519 -1.315 0.300


Sorted by energy, starting with the most stable: <b>, <a>.


<a>
14
Properties=species:S:1:pos:R:3:mulliken_charge:R:1 method="wB97M-V/def2-TZVPD" charge=+1 homo_lumo_gap_ev=10.2
C 1.658 -1.116 0.845 -0.811
C 1.366 -1.578 -0.387 0.788
C 0.810 -0.038 1.170 -0.067
N 0.005 0.377 0.251 -0.180
N -1.976 1.777 -0.318 -0.613
O 0.113 -0.337 -0.870 -0.418
O 1.515 -2.523 -1.211 -0.400
H 2.409 -1.605 1.437 0.421
H 0.780 0.578 2.182 0.322
H -1.232 1.063 0.257 0.501
H -1.386 2.498 -0.440 0.320
H -2.781 2.153 0.316 0.368
H -2.313 1.259 -1.158 0.358
H 1.033 -2.507 -2.075 0.410


<b>
14
Properties=species:S:1:pos:R:3:mulliken_charge:R:1 method="wB97M-V/def2-TZVPD" charge=+1 homo_lumo_gap_ev=11.3
C -1.123 0.060 -0.052 0.553
C 1.012 0.218 -0.556 0.154
C 2.038 -0.510 0.332 -0.895
N -0.778 1.288 0.396 -0.120
N -2.251 -0.561 0.120 -0.361
O -0.156 -0.681 -0.451 -0.293
O 0.561 1.554 -0.125 -0.206
H 1.198 0.352 -1.627 0.354
H 1.499 -0.439 1.364 0.234
H 3.001 -0.054 0.147 0.385
H 2.000 -1.635 0.025 0.307
H -1.508 2.032 0.238 0.338
H -3.175 -0.049 0.283 0.274
H -2.318 -1.574 -0.095 0.277


Sorted by energy, starting with the most stable: <b>, <a>.